The molecule C4H4N2O in a non-equilibrium geometry, computed with ωB97M-V with the def2-TZVPD basis set.

Geometry as XYZ:
```
11
Properties=species:S:1:pos:R:3
N -2.3832 -0.2973 -0.1586
C -1.0367 -0.0033 -0.0603
C -0.1412 -1.0341 0.2534
C 1.1883 -0.3539 -0.0431
O 2.4014 -0.6213 -0.0949
C 0.8370 1.2599 -0.0843
N -0.4168 1.2449 0.1575
H -2.8668 0.5360 -0.1868
H -2.8318 -1.3241 0.2311
H -0.4103 -2.0928 0.0755
H 1.4126 2.0077 0.2524
```

energy: -9237.141 eV
SMILES: NC1=CC(=O)C=N1
ΔE to the lowest compared entry with this formula, charge and spin: 322.9 kJ/mol
orbital gap: 0.3010 Ha
maximum force: 0.14823 hartree/bohr

Mulliken atomic charge list, values in e, 5 entries: number 1, N, carries -0.491; number 2, C, carries 0.645; number 3, C, carries -0.780; number 4, C, carries 0.670; number 5, O, carries -0.554

The molecule C20H22N2O4S, computed with ωB97M-V with the def2-TZVPD basis set.

Geometry as XYZ:
```
49
Properties=species:S:1:pos:R:3
O -1.4524 -2.7426 -1.9069
C -1.4368 -1.8882 -1.0437
C -0.4025 -1.8727 0.0407
C -0.7841 -1.9952 1.3745
C 0.1680 -2.0221 2.3786
C 1.5115 -1.8946 2.0608
C 1.8798 -1.7836 0.7346
S 3.5875 -1.4846 0.2942
O 4.3833 -1.4291 1.4888
O 3.9974 -2.3601 -0.7596
N 3.4057 0.0551 -0.3802
C 3.1565 1.0756 0.6167
C 2.8284 2.3840 -0.1082
O 3.8627 2.7611 -0.9822
C 4.1166 1.7561 -1.9381
C 4.4945 0.4389 -1.2611
C 0.9466 -1.7977 -0.2814
N -2.4066 -0.9354 -0.9588
C -3.5658 -1.1241 -1.8296
C -4.7498 -0.2600 -1.4138
C -4.8016 -0.1556 0.1119
C -3.5542 0.5608 0.5289
C -3.5385 1.6241 1.4145
C -2.3577 2.2916 1.6932
C -1.1896 1.9227 1.0479
C -1.1908 0.8721 0.1485
C -2.3646 0.1640 -0.0899
H -1.8318 -2.0725 1.6254
H -0.1372 -2.1262 3.4085
H 2.2814 -1.8796 2.8160
H 2.3131 0.7554 1.2315
H 4.0371 1.2114 1.2604
H 2.7182 3.2026 0.6051
H 1.8909 2.2560 -0.6716
H 4.9375 2.1233 -2.5551
H 3.2241 1.6011 -2.5621
H 4.6256 -0.3621 -1.9877
H 5.4262 0.5706 -0.6924
H 1.2753 -1.7298 -1.3062
H -3.8273 -2.1864 -1.7842
H -3.2705 -0.9077 -2.8620
H -4.6482 0.7454 -1.8280
H -5.6662 -0.6987 -1.8086
H -4.8340 -1.1593 0.5451
H -5.6882 0.3877 0.4390
H -4.4589 1.9281 1.8914
H -2.3536 3.1111 2.3952
H -0.2725 2.4618 1.2334
H -0.2846 0.6074 -0.3736
```

energy: -43102.481 eV
SMILES: O=C(c1cccc(S(=O)(=O)N2CCOCC2)c1)N1CCCc2ccccc21
ΔE to the lowest compared entry with this formula, charge and spin: 233.5 kJ/mol
orbital gap: 0.3370 Ha
maximum force: 0.01932 hartree/bohr

Mulliken atomic charge list, values in e, 5 entries: number 1, O, carries -0.651; number 2, C, carries 0.070; number 3, C, carries -0.063; number 4, C, carries 0.001; number 5, C, carries -1.028

C48H97N3O36 as an isolated structure in a non-equilibrium geometry, computed with ωB97M-V with the def2-TZVPD basis set.

Geometry as XYZ:
```
184
Properties=species:S:1:pos:R:3
C -20.9460 13.2603 -15.8233
O -20.9684 14.4719 -16.4960
C -21.6838 15.4640 -15.8561
C -21.2534 16.8420 -16.2586
O -19.9524 17.2319 -15.8044
C -18.8232 16.7184 -16.5710
C -18.5931 17.2532 -17.9817
O -18.0473 18.5548 -17.9874
C -17.7559 19.0265 -19.3466
H -21.9455 12.9218 -15.5500
H -20.3563 13.3283 -14.9092
H -20.3989 12.5364 -16.4273
H -21.6119 15.3681 -14.7727
H -22.7476 15.3767 -16.0770
H -21.9966 17.5630 -15.9183
H -21.3354 16.9164 -17.3430
H -18.7842 15.6299 -16.5294
H -17.8965 16.9862 -16.0635
H -19.5672 17.2547 -18.4709
H -18.0073 16.5830 -18.6107
H -17.4633 20.0701 -19.2311
H -18.5954 19.1281 -20.0344
H -17.0593 18.3720 -19.8707
C -21.6134 11.9297 -18.4293
O -21.3318 10.6244 -18.0448
C -21.4546 10.3128 -16.6120
C -22.9295 10.1732 -16.1219
O -22.9532 9.5341 -14.7769
C -22.5696 10.3740 -13.7085
C -22.4090 9.5464 -12.4439
O -21.7991 10.4199 -11.5162
C -21.2623 10.0104 -10.3117
H -22.0436 12.0001 -19.4283
H -20.6444 12.4190 -18.5274
H -22.2443 12.5378 -17.7809
H -21.0710 11.2123 -16.1305
H -20.8499 9.4248 -16.4274
H -23.5160 9.5626 -16.8084
H -23.4609 11.1241 -16.1603
H -23.2166 11.2512 -13.7157
H -21.6450 10.9212 -13.8924
H -21.7925 8.6887 -12.7128
H -23.3568 9.1764 -12.0528
H -21.9410 9.2563 -9.9133
H -21.2559 10.8865 -9.6632
H -20.2386 9.6413 -10.2491
C -23.6138 13.9082 -14.9073
O -23.5040 15.2928 -14.6196
C -24.4759 16.1259 -15.1137
O -25.4815 15.8176 -15.7387
O -24.1783 17.4063 -14.8273
C -23.1980 17.8171 -13.9326
H -24.4611 13.4022 -14.4444
H -22.7112 13.3675 -14.6227
H -23.9075 13.7647 -15.9471
H -23.5690 17.5772 -12.9362
H -23.1711 18.9030 -13.8410
H -22.2182 17.3728 -14.1077
C -15.8619 15.7415 -18.3668
O -15.4606 16.7681 -17.4973
C -15.7698 16.8700 -16.1549
O -15.2314 17.7614 -15.5301
O -16.5822 15.8790 -15.7930
C -17.0439 15.7280 -14.4647
H -16.8476 15.9368 -18.7892
H -15.8823 14.7479 -17.9191
H -15.2036 15.5941 -19.2229
H -17.7538 16.4593 -14.0783
H -16.2231 15.5565 -13.7683
H -17.5513 14.7634 -14.4822
C -19.5833 17.8756 -14.0051
O -19.6924 19.1346 -13.3989
C -20.7227 19.9532 -13.6207
O -21.5821 19.6602 -14.4457
O -20.5643 20.9987 -12.8523
C -21.6642 21.8970 -12.7235
H -19.5293 18.0387 -15.0815
H -20.4068 17.2083 -13.7507
H -18.7365 17.2187 -13.8063
H -22.4287 21.8682 -13.5000
H -21.3069 22.9039 -12.5074
H -22.2057 21.6111 -11.8218
C -20.1801 15.9120 -20.0705
O -19.1073 15.3166 -20.7174
C -17.8790 15.9304 -20.9287
O -17.7026 17.1451 -20.7182
O -17.0426 15.1004 -21.4237
C -15.6402 15.4353 -21.4230
H -19.9720 16.8946 -19.6472
H -20.5627 15.1911 -19.3479
H -21.0934 16.0929 -20.6372
H -15.5400 16.4748 -21.7353
H -14.9856 14.8346 -22.0546
H -15.2136 15.4848 -20.4212
C -18.9209 14.5149 -13.7547
O -17.5935 14.3628 -13.2369
C -17.0390 13.1840 -13.0095
O -17.5464 12.1662 -13.4207
O -15.8764 13.3555 -12.4126
C -15.1877 12.2309 -12.1246
H -19.2885 15.5410 -13.7665
H -19.5779 13.9948 -13.0575
H -19.0471 14.0809 -14.7466
H -15.5261 11.8074 -11.1790
H -14.1158 12.4204 -12.0686
H -15.2784 11.4984 -12.9267
C -16.7055 12.8143 -15.4163
O -17.5672 12.4408 -16.4402
C -17.9410 13.3478 -17.3373
O -17.7544 14.5456 -17.2822
O -18.6171 12.7584 -18.2580
C -19.4174 13.4458 -19.2065
H -16.7984 13.8696 -15.1596
H -15.6949 12.6193 -15.7749
H -16.7456 12.2428 -14.4890
H -19.9784 12.8484 -19.9252
H -18.7636 14.1265 -19.7518
H -20.0617 14.0209 -18.5414
C -25.0207 15.5244 -17.5355
O -24.7714 16.8463 -17.9951
C -23.5292 17.0972 -18.5187
O -22.6271 16.2995 -18.5811
O -23.3991 18.4805 -18.8934
C -22.3440 18.9020 -19.6648
H -26.0496 15.2860 -17.2660
H -24.3873 15.2210 -16.7019
H -24.7044 14.8000 -18.2861
H -22.6678 19.9191 -19.8857
H -22.3591 18.3133 -20.5820
H -21.4365 18.8201 -19.0665
C -17.4240 20.7694 -12.9635
O -16.9918 21.6491 -13.9933
C -16.6310 21.2404 -15.2429
O -16.2877 22.0504 -16.0796
O -16.8836 19.9212 -15.4366
C -16.8643 19.3184 -16.6883
H -17.1926 21.1945 -11.9869
H -16.9367 19.7952 -12.9228
H -18.4980 20.5923 -13.0214
H -17.8293 18.9482 -17.0344
H -16.2412 18.4257 -16.7426
H -16.7519 20.0061 -17.5264
C -18.6446 18.8024 -21.5466
O -19.7076 19.2351 -22.4224
C -20.9432 18.6605 -22.3425
O -21.3841 17.9824 -21.4246
O -21.5496 18.8918 -23.5092
C -22.6199 18.1234 -23.9251
H -18.2057 19.6352 -20.9972
H -17.8399 18.3497 -22.1260
H -19.0139 18.0475 -20.8525
H -23.0347 18.5359 -24.8448
H -23.4557 17.9043 -23.2606
H -22.2754 17.1753 -24.3382
C -20.2713 20.4813 -20.3906
O -19.5805 20.6093 -19.1743
C -20.1735 20.1376 -18.0520
O -21.3288 19.6393 -17.9476
O -19.3493 20.3959 -16.9964
C -19.6443 19.8748 -15.7000
H -19.7262 21.0300 -21.1587
H -21.1944 21.0475 -20.2665
H -20.4819 19.4609 -20.7106
H -19.6088 18.7855 -15.7153
H -20.6604 20.1681 -15.4360
H -18.9932 20.3892 -14.9932
C -21.4386 14.5359 -19.0365
C -22.4881 14.0780 -18.1440
N -23.3619 13.6276 -17.4927
H -20.9072 13.7016 -19.4944
H -20.6905 15.1128 -18.4930
H -21.8104 15.2187 -19.8005
C -22.4031 12.8572 -12.2108
C -21.4796 12.9609 -13.3235
N -20.7970 13.0031 -14.2992
H -23.0068 13.7647 -12.2117
H -22.0259 12.5183 -11.2459
H -23.0717 12.0462 -12.4995
C -22.8273 19.1884 -16.2106
C -24.2088 19.5796 -16.5127
N -25.2829 19.9433 -16.7977
H -22.3440 20.1647 -16.1752
H -22.5013 18.7144 -17.1364
H -22.7958 18.6894 -15.2420
```

energy: -129444.668 eV
orbital gap: 0.2248 Ha
maximum force: 0.37557 hartree/bohr

Mulliken atomic charge list, values in e, 5 entries: number 1, C, carries -2.684; number 2, O, carries 0.743; number 3, C, carries 0.426; number 4, C, carries -0.289; number 5, O, carries 0.616

The molecule C3H2N4O2 in a non-equilibrium geometry, computed with ωB97M-V with the def2-TZVPD basis set.

Geometry as XYZ:
```
11
Properties=species:S:1:pos:R:3
H 0.0434 -2.6530 -0.4224
N 0.3528 -1.8786 -1.0998
C 0.0754 -0.7150 -0.5231
N -0.9278 -0.5878 0.4826
C -0.8483 0.3211 1.3793
N 0.3782 0.9687 1.6616
N 1.0678 1.5086 0.8314
O 0.5205 1.5854 -0.5728
C 0.3891 0.4753 -1.3036
O 0.6247 0.4446 -2.4754
H -1.6759 0.5306 2.0423
```

energy: -13194.445 eV
SMILES: [H]/N=c1\ncnnoc1=O
ΔE to the lowest compared entry with this formula, charge and spin: 260.6 kJ/mol
orbital gap: 0.3421 Ha
maximum force: 0.10404 hartree/bohr

Mulliken atomic charge list, values in e, 5 entries: number 1, H, carries 0.295; number 2, N, carries -0.510; number 3, C, carries 0.241; number 4, N, carries -0.343; number 5, C, carries 0.070